## A
A 2-piece molecular cluster, C3H9NO3 overall. Source: OMol25; level of theory: ωB97M-V with the def2-TZVPD basis set.

Calculated values
Spin multiplicity: 1
LUMO (Ha): 0.0231
Net charge: 0
SMILES: NCCC(=O)O.O

Last column: natural (NBO) charge in e.
Cartesian coordinates (Å):
N 0.2970 0.9869 2.0774  -0.8210
C 0.2607 0.4643 0.6882  -0.2118
C -0.8876 1.0442 -0.1268  -0.5221
C -0.6331 0.7017 -1.5669  0.7962
O -0.2564 1.4819 -2.4036  -0.5937
O -0.7686 -0.6234 -1.8382  -0.6781
H -0.0987 1.9284 2.0365  0.3470
H 1.2667 1.1392 2.3334  0.3555
H 1.2064 0.6881 0.1739  0.1698
H 0.1736 -0.6205 0.7247  0.1997
H -0.9110 2.1267 -0.1014  0.2248
H -1.8368 0.6673 0.2369  0.2377
H -0.3077 -0.7267 -2.6862  0.4936
O 0.5208 -3.0507 -0.0947  -0.9297
H 1.2089 -2.4030 0.0906  0.4641
H 0.7658 -3.8044 0.4563  0.4682

=====

## B
A 2-piece molecular cluster, C3H9NO3 overall. Source: OMol25; level of theory: ωB97M-V with the def2-TZVPD basis set.

Calculated values
Spin multiplicity: 1
LUMO (Ha): 0.0198
Net charge: 0
SMILES: CC(=O)NCO.O

Last column: natural (NBO) charge in e.
Cartesian coordinates (Å):
C -0.3952 -0.9467 -1.0978  -0.7362
C -1.5949 -0.1524 -0.7093  0.6972
O -2.7231 -0.2056 -1.1431  -0.5969
N -1.3232 0.8155 0.2703  -0.6553
C -0.0011 1.1992 0.6799  0.0649
O 0.7617 1.8558 -0.3340  -0.7332
H 0.1365 -1.3754 -0.2501  0.2307
H 0.3000 -0.2959 -1.5816  0.2544
H -0.6844 -1.7729 -1.6741  0.2338
H -2.0675 1.4896 0.3512  0.3916
H 0.5701 0.3122 0.7829  0.2048
H -0.0916 1.7547 1.6117  0.1709
H 0.4569 2.7602 -0.4781  0.4664
O 2.0987 -1.4677 1.3308  -0.9415
H 2.9409 -1.6683 0.8954  0.4773
H 1.6164 -2.3024 1.3459  0.4713

=====

## C
A 2-piece molecular cluster, C3H9NO3 overall. Source: OMol25; level of theory: ωB97M-V with the def2-TZVPD basis set.

Calculated values
Spin multiplicity: 1
LUMO (Ha): 0.0215
Net charge: 0
SMILES: O=CCNCO.O

Last column: natural (NBO) charge in e.
Cartesian coordinates (Å):
O 1.9472 -0.6666 -2.4140  -0.5002
C 1.8591 0.3776 -1.8437  0.4387
C 0.8926 0.6242 -0.7145  -0.3401
N -0.3540 -0.1108 -0.8150  -0.6218
C -1.4243 0.6522 -0.2283  0.1115
O -2.6206 -0.1110 -0.1315  -0.7186
H 2.5298 1.2196 -2.1037  0.0991
H 0.7055 1.6910 -0.6029  0.2024
H 1.4315 0.3155 0.1930  0.2187
H -0.3258 -1.0236 -0.3732  0.3746
H -1.1928 0.9690 0.8100  0.1166
H -1.6051 1.5315 -0.8517  0.1471
H -3.3203 0.5216 0.0540  0.4711
O 0.7317 -1.8180 2.7907  -0.9525
H -0.2051 -1.9551 2.5907  0.4762
H 0.9507 -2.2171 3.6401  0.4772

=====

Most stable of them? A.

=====

## A
A 2-piece molecular cluster, C3H9NO3 overall. Source: OMol25; level of theory: ωB97M-V with the def2-TZVPD basis set.

Calculated values
Spin multiplicity: 1
LUMO (Ha): 0.0218
Net charge: 0

Last column: natural (NBO) charge in e.
Cartesian coordinates (Å):
C 1.2882 1.1127 -0.1326  -0.4460
N 0.9107 -0.2890 0.0751  -0.2365
C -0.4431 -0.4705 0.9149  0.4099
O 2.0025 -1.0833 0.5500  -0.5457
O -0.8806 0.4715 1.5484  -0.6817
H 2.2206 -0.7287 1.4292  0.4664
H -0.4471 -1.5178 1.2387  0.1508
H 2.1378 1.1487 -0.8107  0.2186
H 0.4261 1.6232 -0.5597  0.2496
H 1.5385 1.5739 0.8243  0.2108
C -1.4735 -0.6254 -0.8675  -0.3512
O -1.9813 0.6845 -0.9766  -0.7386
H -2.0310 1.0415 -0.0727  0.4814
H -1.1653 -0.9456 -1.8725  0.1892
H -2.2305 -1.3486 -0.5420  0.1696
H 0.1280 -0.6471 -0.7464  0.4535

=====

## B
A 2-piece molecular cluster, C3H9NO3 overall. Source: OMol25; level of theory: ωB97M-V with the def2-TZVPD basis set.

Calculated values
Spin multiplicity: 1
LUMO (Ha): 0.0213
Net charge: 0
SMILES: CNCC(=O)O.O

Last column: natural (NBO) charge in e.
Cartesian coordinates (Å):
C -1.5791 -1.8133 0.5110  -0.4102
N -0.3410 -1.3849 -0.1210  -0.6062
C -0.5029 -0.1589 -0.8389  -0.3254
C 0.7334 0.2093 -1.6527  0.7936
O 1.5220 -0.6085 -2.0286  -0.5794
O 0.6976 1.4899 -2.0796  -0.6951
H -1.4714 -2.8162 0.9038  0.2069
H -1.8572 -1.1600 1.3366  0.1899
H -2.4234 -1.7658 -0.1979  0.1587
H -0.0392 -2.1186 -0.7528  0.3680
H -1.2844 -0.1510 -1.6154  0.1897
H -0.6202 0.6684 -0.1377  0.2123
H 1.0566 1.4896 -2.9791  0.4972
O 2.2196 2.3637 3.2017  -0.9365
H 2.5248 3.1651 3.6424  0.4684
H 1.3650 2.5911 2.8082  0.4682

=====

Most stable of them? B.

=====

## A
A 2-piece molecular cluster, C3H9NO3 overall. Source: OMol25; level of theory: ωB97M-V with the def2-TZVPD basis set.

Calculated values
Spin multiplicity: 1
LUMO (Ha): 0.0241
Net charge: 0
SMILES: NCCC(=O)O.O

Last column: natural (NBO) charge in e.
Cartesian coordinates (Å):
N -1.1236 -1.4118 -1.0851  -0.8304
C 0.2339 -0.8192 -0.8366  -0.2056
C -0.1529 0.7117 -0.5957  -0.5277
C 1.0731 1.5481 -0.3996  0.7914
O 2.1599 1.1887 0.0477  -0.5715
O 0.6842 2.9027 -0.2962  -0.7293
H -1.7239 -0.7681 -1.6883  0.3422
H -1.5661 -1.4932 -0.2320  0.3492
H 0.8500 -0.8528 -1.7591  0.1977
H 0.6365 -1.2697 0.0845  0.2168
H -0.6889 1.0555 -1.5232  0.2205
H -0.9035 0.7536 0.1674  0.2451
H 1.3653 3.5208 0.1538  0.5007
O -1.9090 -3.1512 2.4763  -0.9287
H -1.8786 -3.5595 3.4072  0.4665
H -2.6320 -3.6695 2.1544  0.4630

=====

## B
A 2-piece molecular cluster, C3H9NO3 overall. Source: OMol25; level of theory: ωB97M-V with the def2-TZVPD basis set.

Calculated values
Spin multiplicity: 1
LUMO (Ha): 0.0153
Net charge: 0
SMILES: CNCC(=O)O.O

Last column: natural (NBO) charge in e.
Cartesian coordinates (Å):
C -1.4479 -0.5283 -0.3824  -0.4361
N -0.1984 0.0598 -0.9622  -0.6610
C 0.0469 1.3871 -0.3120  -0.3453
C 0.4652 1.2992 1.1731  0.7702
O 0.4766 2.2879 1.8530  -0.5738
O 1.3077 0.2749 1.3262  -0.7660
H -1.5312 -1.4956 -0.8699  0.2065
H -1.2956 -0.5487 0.7120  0.2054
H -2.2682 0.1614 -0.5013  0.1893
H -0.2775 0.1733 -1.9562  0.3701
H -0.8279 2.0061 -0.5197  0.1873
H 0.8536 1.9650 -0.8005  0.2316
H 1.1354 -0.8406 0.9913  0.5198
O 1.0718 -2.0804 0.4581  -0.9236
H 0.6606 -1.5729 -0.3233  0.5227
H 1.8288 -2.5483 0.1136  0.5030

=====

## C
A 2-piece molecular cluster, C3H9NO3 overall. Source: OMol25; level of theory: ωB97M-V with the def2-TZVPD basis set.

Calculated values
Spin multiplicity: 1
LUMO (Ha): 0.0186
Net charge: 0
SMILES: CC(=O)NCO.O

Last column: natural (NBO) charge in e.
Cartesian coordinates (Å):
C 1.5893 0.3400 -1.2845  -0.7517
C 0.3222 -0.2977 -1.7229  0.6925
O -0.1394 -0.1231 -2.8294  -0.5938
N -0.3575 -1.1693 -0.8461  -0.6676
C -0.3503 -0.9458 0.5730  0.0812
O -1.3131 0.0123 0.9740  -0.7386
H 2.3040 -0.2803 -0.7255  0.2363
H 1.2841 1.2652 -0.7729  0.2556
H 1.9103 0.7606 -2.2393  0.2596
H -1.0961 -1.7120 -1.2605  0.3975
H 0.6279 -0.4940 0.8631  0.1982
H -0.5355 -1.9255 1.0343  0.1654
H -2.1643 -0.2929 0.6208  0.4692
O -0.4647 1.9304 2.3913  -0.9440
H -1.2857 1.5470 2.0540  0.4839
H -0.3311 1.3849 3.1707  0.4562

=====

Most stable of them? C.

=====

## A
A 2-piece molecular cluster, C3H9NO3 overall. Source: OMol25; level of theory: ωB97M-V with the def2-TZVPD basis set.

Calculated values
Spin multiplicity: 1
LUMO (Ha): 0.0257
Net charge: 0
SMILES: O=CCNCO.O

Last column: natural (NBO) charge in e.
Cartesian coordinates (Å):
O -0.4093 2.4795 -1.0282  -0.5385
C 0.3079 1.5558 -0.7555  0.4520
C -0.1135 0.1038 -0.7246  -0.3611
N 0.8012 -0.6578 0.1142  -0.6379
C 0.9838 -2.0517 -0.2708  0.0911
O -0.0298 -2.9225 0.1884  -0.7182
H 1.3639 1.6762 -0.4579  0.1207
H -0.1763 -0.2866 -1.7483  0.2250
H -1.1629 0.0720 -0.3818  0.2060
H 0.4410 -0.6647 1.0617  0.3755
H 1.0965 -2.0795 -1.3572  0.1477
H 1.9082 -2.4251 0.1537  0.1783
H -0.8787 -2.6097 -0.1522  0.4621
O -1.1224 2.4273 2.0639  -0.9433
H -2.0251 2.7584 2.1666  0.4669
H -0.9843 2.6248 1.1281  0.4738

=====

## B
A 2-piece molecular cluster, C3H9NO3 overall. Source: OMol25; level of theory: ωB97M-V with the def2-TZVPD basis set.

Calculated values
Spin multiplicity: 1
LUMO (Ha): 0.0172
Net charge: 0
SMILES: CNCC(=O)O.O

Last column: natural (NBO) charge in e.
Cartesian coordinates (Å):
C 0.2556 0.6229 2.6435  -0.3862
N 1.6275 0.4219 1.9663  -0.6348
C 1.6231 0.5930 0.5175  -0.3382
C 1.0495 -0.6738 -0.0589  0.7634
O 0.5331 -1.5036 0.6993  -0.5865
O 1.2861 -1.0202 -1.3169  -0.7282
H 0.1245 1.6991 3.0489  0.1796
H -0.4738 0.6178 1.8743  0.1821
H 0.1987 -0.1288 3.3281  0.2009
H 2.0955 -0.4444 2.2973  0.3765
H 0.8511 1.2545 0.1045  0.2278
H 2.6216 0.8288 0.0938  0.2268
H 1.9327 -1.8174 -1.3987  0.5167
O -5.0634 1.2035 -3.5438  -0.9178
H -4.6053 1.5707 -4.3029  0.4584
H -5.7528 0.7762 -4.1307  0.4595

=====

Most stable of them? A.